No. 1
Formula: C22H44Br22
Source: the OMol25 dataset
Level of theory: ωB97M-V/def2-TZVPD

Computed properties:
electronic energy	-1564465.0037	eV
relative energy (zero: lowest compared OMol25 entry of this formula, charge and spin)	19.8	kJ/mol
orbital gap	9.94	eV
SMILES	BrCCBr.BrCCBr.BrCCBr.BrCCBr.BrCCBr.BrCCBr.BrCCBr.BrCCBr.BrCCBr.BrCCBr.BrCCBr
lowest unoccupied orbital energy	0.101	eV

```
! wB97M-V def2-TZVPD RIJCOSX def2/J DEFGRID3
* xyz 0 1
Br 2.23578 -1.56912 -1.86695
C 1.15293 -1.02888 -0.35606
C 0.07120 -0.11632 -0.79268
Br 0.73717 1.66373 -1.09135
H 1.83905 -0.51608 0.31152
H 0.78158 -1.90063 0.17610
H -0.64913 -0.02963 0.02575
H -0.50689 -0.46862 -1.63528
Br 2.75617 5.97392 -2.40891
C 0.81968 6.01962 -2.26116
C 0.41193 5.11784 -1.16132
Br -1.53441 5.01703 -1.06948
H 0.45085 5.64934 -3.21695
H 0.48494 7.04656 -2.18581
H 0.69889 5.49445 -0.18779
H 0.84399 4.13412 -1.29816
Br 2.02110 4.33013 1.94131
C 1.63143 2.56180 2.58532
C 2.88255 1.92640 3.11778
Br 2.75458 0.00320 3.03754
H 1.16673 1.99188 1.78798
H 0.88158 2.66249 3.36609
H 3.04560 2.19455 4.15462
H 3.75530 2.21182 2.54480
Br -6.25964 3.26638 1.45754
C -4.71755 2.11797 1.37456
C -3.51042 2.83087 1.91177
Br -1.91075 1.79000 1.68775
H -4.57244 1.93956 0.30608
H -4.92478 1.15517 1.82235
H -3.58173 3.09665 2.97310
H -3.36679 3.82562 1.48726
Br 7.26137 -3.48210 -2.43440
C 5.79179 -2.57969 -1.57006
C 6.34934 -1.51088 -0.69950
Br 4.92074 -0.58530 0.21551
H 5.27990 -3.33048 -0.98114
H 5.11573 -2.16057 -2.29975
H 6.92611 -0.78997 -1.27409
H 7.00864 -1.87310 0.08019
Br -4.49862 -6.12067 2.11972
C -3.51575 -4.82891 1.04339
C -2.06218 -5.06114 1.27417
Br -1.08819 -3.92675 0.04992
H -3.84616 -3.84458 1.34968
H -3.80717 -4.99868 0.01473
H -1.81765 -6.07497 0.98487
H -1.79066 -4.88656 2.30286
Br -1.25604 -0.05131 6.99491
C -1.05610 0.05247 5.07855
C -0.66855 -1.34538 4.54053
Br -0.71629 -1.32819 2.63126
H -0.29489 0.78585 4.82354
H -1.98212 0.41187 4.63442
H -1.34555 -2.11014 4.89756
H 0.34149 -1.58037 4.86993
Br -5.32782 -2.85112 -4.26642
C -5.05331 -1.84625 -2.62815
C -3.60890 -1.89380 -2.24967
Br -3.36857 -1.17969 -0.47624
H -5.69743 -2.33176 -1.90113
H -5.46240 -0.85436 -2.79493
H -3.00117 -1.29712 -2.92382
H -3.25429 -2.92009 -2.31293
Br -4.39780 3.17736 -2.20839
C -3.55182 1.69286 -3.09587
C -2.11596 2.05194 -3.31693
Br -1.19530 0.52051 -4.10863
H -4.07147 1.37516 -3.99379
H -3.63873 0.89081 -2.36608
H -1.58998 2.25393 -2.39283
H -1.95586 2.86243 -4.01450
Br 3.63971 -3.35544 4.85589
C 3.38694 -4.14450 3.10620
C 2.01983 -3.89571 2.61477
Br 0.66542 -4.57099 3.79202
H 3.61711 -5.19169 3.22788
H 4.09686 -3.59691 2.50159
H 1.83178 -4.34049 1.64557
H 1.88688 -2.81695 2.56517
Br 0.97070 3.43307 -4.57114
C 2.68643 2.63422 -4.23014
C 2.56689 1.13876 -4.35844
Br 4.30420 0.32607 -4.16351
H 3.01652 2.90606 -3.22908
H 3.37330 3.09848 -4.92672
H 2.22087 0.81690 -5.33583
H 1.86970 0.73602 -3.62803
*
```

These are the Mulliken partial charges, in e, on atoms 1 to 5:
1. Br -0.0970
2. C 0.4831
3. C 0.3601
4. Br 0.1556
5. H -0.2905

---

No. 2
Formula: C22H44N3O2PV
Source: the OMol25 dataset
Level of theory: ωB97M-V/def2-TZVPD

Computed properties:
electronic energy	-67044.7899	eV
orbital gap (spin up / spin down)	6.30 / 7.35	eV
lowest unoccupied orbital energy (spin up / spin down)	-10.907 / -9.906	eV

```
! wB97M-V def2-TZVPD RIJCOSX def2/J DEFGRID3
* xyz 3 3
C -1.95688 -0.37889 -1.62438
N -1.40626 0.84736 -1.38690
C -1.83991 1.94124 -2.06723
C -2.94807 1.85894 -2.91340
C -3.60888 0.63981 -3.07271
C -3.12257 -0.48104 -2.40358
V 0.32936 1.08501 -0.38372
C -1.06332 3.19414 -1.87307
N -0.19358 3.15376 -0.66699
C -0.94068 3.69339 0.50431
C -2.14227 2.87701 0.92776
C -1.08569 -1.53277 -1.30116
P -0.27969 -1.95980 0.27643
C 0.84028 -3.38112 -0.10937
C 0.25478 -4.71202 0.39547
C -1.17099 -2.09957 1.87089
C -0.14571 -2.50100 2.95477
C -1.75955 -0.72352 2.23473
C -2.30563 -3.12532 1.74002
C 1.03677 -3.53915 -1.63082
C 2.19975 -3.11137 0.54634
C 0.98850 4.03517 -0.84642
C 1.84526 3.71241 -2.04773
H -3.23961 2.76295 -3.44859
H -4.49241 0.56692 -3.70432
H -3.61258 -1.45639 -2.51002
H -1.56587 -2.44846 -1.70516
H -2.24960 -0.82738 3.21748
H -0.97575 0.04404 2.34082
H -2.52373 -0.40105 1.51034
H -2.83052 -3.15619 2.69700
H -3.01950 -2.82931 0.96028
H -1.93658 -4.14123 1.52882
H -0.66964 -2.48521 3.92365
H 0.25337 -3.52364 2.82691
H 0.68801 -1.79198 3.01673
H 0.92927 -5.51747 0.06692
H 0.20545 -4.78161 1.49009
H -0.74023 -4.91310 -0.03462
H 0.08229 -3.74637 -2.14000
H 1.51084 -2.65752 -2.08651
H 1.67967 -4.40404 -1.80431
H 2.13940 -3.07026 1.64026
H 2.87620 -3.93881 0.27197
H 2.64941 -2.17375 0.18383
H -0.44812 3.38880 -2.76188
H -1.74968 4.05448 -1.82924
H -0.23053 3.77360 1.33980
H -1.26575 4.70878 0.23188
H 1.57200 3.96155 0.08136
H 0.61727 5.06673 -0.90091
H 2.89530 3.67120 -1.73010
H 1.62406 2.75377 -2.52909
H 1.76190 4.51250 -2.79196
H -2.64514 3.42079 1.73983
H -2.87961 2.75020 0.14291
H -1.87901 1.88178 1.33668
H 0.62390 -0.83683 0.51724
C 2.25152 -0.08170 -2.42092
H 2.29327 0.84306 -3.01006
H 2.31821 -0.96431 -3.08310
H 3.08520 -0.09539 -1.71516
O 1.03101 -0.09918 -1.66056
H 0.23750 -0.93955 -1.83729
C 1.94174 1.83325 3.36481
C 2.48829 1.37955 2.05246
N 3.81117 1.17003 1.99918
O 1.80793 1.17360 1.00300
H 2.74885 2.24806 3.98199
H 1.50492 0.98595 3.92275
H 1.17417 2.60128 3.22205
H 4.24692 0.90558 1.13235
H 4.37983 1.32964 2.83716
*
```

These are the Mulliken partial charges, in e, on atoms 1 to 5:
1. C -0.0280
2. N 1.4711
3. C 0.4099
4. C -1.0870
5. C -0.7291

---

No. 3
Formula: C22H44N3RuS2Si5Te
Source: the OMol25 dataset
Level of theory: ωB97M-V/def2-TZVPD

Computed properties:
electronic energy	-98927.2837	eV
relative energy (zero: lowest compared OMol25 entry of this formula, charge and spin)	117.1	kJ/mol
orbital gap (spin up / spin down)	6.72 / 6.01	eV
lowest unoccupied orbital energy (spin up / spin down)	-3.675 / -5.106	eV

```
! wB97M-V def2-TZVPD RIJCOSX def2/J DEFGRID3
* xyz 1 5
Ru -0.32054 0.66449 0.41276
C 5.05751 0.86584 -0.80368
S 3.95230 -0.01738 -1.91177
C 2.43454 0.06008 -1.09460
S 2.20102 0.81406 0.43829
N 1.46296 -0.56623 -1.75048
N 0.41180 -0.73247 -0.96613
C -0.81777 -0.89790 -1.37236
C -1.77424 -1.42569 -0.36857
C -2.91175 -2.14483 -0.67305
C -3.69874 -2.57422 0.38775
C -3.35048 -2.23786 1.68846
C -2.23347 -1.44755 1.90409
N -1.45713 -1.07249 0.89185
H 6.03831 0.80344 -1.27179
H 5.09234 0.39485 0.17517
H 4.76457 1.90902 -0.71772
H -1.10073 -0.79748 -2.41783
H -3.16488 -2.36870 -1.69974
H -4.58627 -3.16321 0.19951
H -3.94930 -2.55998 2.52779
H -1.95224 -1.09367 2.88636
C -3.60995 1.35326 5.01295
Si -3.14105 2.81728 3.95246
C -4.64797 3.54478 3.13003
C -2.21738 4.08740 4.95604
C -2.01552 2.17686 2.62442
C -1.22788 1.74195 1.79158
H -4.22569 1.66541 5.85893
H -2.72105 0.85996 5.41129
H -4.18125 0.62138 4.43767
H -5.35472 3.90447 3.88095
H -5.15835 2.79771 2.51940
H -4.38551 4.38549 2.48697
H -2.83309 4.41809 5.79552
H -1.96587 4.96568 4.35914
H -1.29344 3.67153 5.36180
C 3.06252 6.93391 -1.70022
Si 2.11841 5.37765 -2.14519
C 3.32302 3.99011 -2.52131
C 1.00307 5.69757 -3.61458
Si 0.81651 4.77731 -0.26782
Te -0.26818 2.69149 -1.24143
Si 2.08586 4.67629 1.71834
C 1.31966 3.63890 3.06412
C 2.11903 6.48220 2.23402
C 3.83197 4.11648 1.35114
Si -1.09382 6.17397 -0.09295
C -0.48525 7.93302 -0.29709
C -1.84607 5.91595 1.59916
C -2.34638 5.77659 -1.42543
H 3.65827 7.26171 -2.55604
H 3.74762 6.76444 -0.86711
H 2.39479 7.75306 -1.42790
H 3.80427 4.16103 -3.48756
H 2.83563 3.01244 -2.56357
H 4.10619 3.94709 -1.76158
H 1.61551 5.91976 -4.49229
H 0.35230 6.55686 -3.44020
H 0.37403 4.83921 -3.85868
H 0.31474 3.98725 3.30888
H 1.93869 3.71407 3.96251
H 1.24291 2.58589 2.79093
H 1.13985 6.81835 2.57995
H 2.43706 7.13923 1.42143
H 2.82453 6.61515 3.05840
H 3.85231 3.09371 0.97277
H 4.41948 4.14557 2.27254
H 4.31935 4.77009 0.62510
H 0.28042 8.18885 0.43709
H -1.32006 8.62614 -0.16240
H -0.07412 8.10252 -1.29409
H -1.19459 6.30071 2.38613
H -2.01832 4.85383 1.78713
H -2.80245 6.44081 1.67066
H -1.91293 5.82426 -2.42595
H -3.15821 6.50755 -1.37780
H -2.78677 4.78645 -1.29120
*
```

These are the Mulliken partial charges, in e, on atoms 1 to 5:
1. Ru -0.4725
2. C -0.4139
3. S 0.0050
4. C 0.4989
5. S -0.0844

---

No. 4
Formula: C22H44O20S7
Source: the OMol25 dataset
Level of theory: ωB97M-V/def2-TZVPD

Computed properties:
electronic energy	-140315.0651	eV
orbital gap	10.23	eV
SMILES	O=S1(=O)CCCC1.O=S1(=O)CCCC1.O=S1(=O)CCCC1.O=S1(=O)CCCC1.O=S1(=O)OCCO1.O=S1(=O)OCCO1.O=S1(=O)OCCO1
lowest unoccupied orbital energy	0.259	eV

```
! wB97M-V def2-TZVPD RIJCOSX def2/J DEFGRID3
* xyz 0 1
O 29.71983 33.62145 -28.76524
S 28.89740 32.89940 -29.67715
O 27.49188 32.75317 -29.25774
C 29.03936 33.40827 -31.47423
C 29.38166 32.12011 -32.25622
C 30.25376 31.14379 -31.35849
C 29.53067 31.19601 -29.99214
H 30.03018 33.84060 -31.33471
H 28.16994 34.04581 -31.63484
H 28.38342 31.69977 -32.37840
H 29.64152 32.31689 -33.29634
H 31.18231 31.70309 -31.24413
H 30.45789 30.20592 -31.87506
H 29.93329 30.69096 -29.11412
H 28.59114 30.69299 -30.22091
O 23.44894 36.60103 -26.86609
S 22.37673 35.72112 -27.29080
O 21.01668 36.21203 -27.64244
C 22.82383 34.41476 -28.46674
C 23.17650 33.13024 -27.63015
C 22.15268 33.08131 -26.46612
C 22.15829 34.50208 -25.89201
H 23.75900 34.77982 -28.89135
H 22.06696 34.29167 -29.24139
H 23.25619 32.19269 -28.18036
H 24.20798 33.16976 -27.28001
H 22.60963 32.34077 -25.80970
H 21.10667 32.86728 -26.68557
H 23.00395 34.63980 -25.21822
H 21.31175 34.85094 -25.30061
O 23.24044 36.40354 -35.89471
S 21.99356 37.07153 -35.54243
O 20.72800 36.82166 -36.24301
C 21.64702 36.94737 -33.74981
C 22.25397 38.14841 -33.03899
C 22.92356 39.09644 -34.14668
C 22.37371 38.82339 -35.56212
H 21.75229 35.92050 -33.39972
H 20.58519 37.17070 -33.64610
H 21.46533 38.66633 -32.49316
H 22.96617 37.68906 -32.35352
H 24.01219 39.12217 -34.09848
H 22.87427 40.15599 -33.89559
H 22.87352 39.09542 -36.49179
H 21.41152 39.33226 -35.62009
O 26.91212 38.26304 -25.72225
S 27.36174 39.07888 -24.52271
O 28.63636 39.80458 -24.59408
C 25.95079 40.08147 -23.81518
C 26.11203 39.98151 -22.26094
C 26.49631 38.59025 -21.97820
C 27.46487 38.00781 -23.03841
H 25.03009 39.58322 -24.11875
H 25.76770 41.06518 -24.24749
H 26.98240 40.61563 -22.09230
H 25.45023 40.59513 -21.64971
H 25.58128 38.02414 -21.80404
H 27.02590 38.50842 -21.02902
H 27.16894 36.98350 -23.26493
H 28.52085 37.91636 -22.78413
O 26.20716 44.19255 -31.27079
S 26.44841 43.08232 -32.21209
O 26.08222 43.26853 -33.57563
O 27.99114 42.48600 -31.98078
C 28.04963 41.07522 -32.13072
C 26.68959 40.55554 -31.46865
O 25.80771 41.64920 -31.65914
H 28.19551 40.78210 -33.17038
H 28.95256 40.89431 -31.54756
H 26.82586 40.14160 -30.46956
H 26.24773 39.67001 -31.92548
O 22.99317 33.62233 -32.63716
S 24.19544 32.79167 -32.35031
O 24.55286 32.51052 -31.01508
O 23.93462 31.40111 -33.10818
C 24.06128 31.56185 -34.50771
C 25.35641 32.43198 -34.70249
O 25.41445 33.15283 -33.46346
H 24.19144 30.60005 -35.00379
H 23.19094 32.04700 -34.94955
H 25.28451 33.16882 -35.50248
H 26.23272 31.79541 -34.82472
O 24.87773 35.63320 -31.59228
S 26.04785 36.39633 -31.17853
O 26.84077 37.17968 -32.18029
O 25.73055 37.54837 -29.99136
C 26.37098 37.33485 -28.75337
C 27.07297 35.93999 -28.84762
O 27.14967 35.59772 -30.21030
H 27.03119 38.19324 -28.62928
H 25.64099 37.40535 -27.94698
H 26.45208 35.12247 -28.48122
H 28.04998 35.84704 -28.37337
*
```

These are the Mulliken partial charges, in e, on atoms 1 to 5:
1. O -0.6688
2. S 1.0387
3. O -0.5346
4. C -0.4104
5. C -0.6060

---

No. 5
Formula: C22H44O32S5
Source: the OMol25 dataset
Level of theory: ωB97M-V/def2-TZVPD

Computed properties:
electronic energy	-143217.5762	eV
relative energy (zero: lowest compared OMol25 entry of this formula, charge and spin)	0.0	kJ/mol
orbital gap	10.96	eV
lowest unoccupied orbital energy	0.262	eV

```
! wB97M-V def2-TZVPD RIJCOSX def2/J DEFGRID3
* xyz 0 1
C -1.63055 -6.56736 -2.46689
C -2.52791 -5.82401 -1.41754
O -1.59055 -4.89727 -0.86843
S -0.20489 -5.63420 -0.73308
O -0.26644 -6.42661 0.47654
O 0.85701 -4.68323 -1.03354
O -0.28941 -6.45582 -2.02405
H -1.66814 -6.09293 -3.45042
H -1.96776 -7.63290 -2.52608
H -2.87674 -6.41038 -0.55287
H -3.34179 -5.26810 -1.90288
C -3.82019 -0.39905 -4.50896
C -3.72902 0.07062 -3.05814
O -2.78490 -0.87994 -2.51256
S -2.97334 -2.31218 -3.16961
O -4.10959 -2.96101 -2.54897
O -1.72784 -2.96409 -3.31761
O -3.49304 -1.81773 -4.57096
H -3.13471 0.06101 -5.17962
H -4.87660 -0.24493 -4.85965
H -4.75750 -0.01191 -2.59625
H -3.35822 1.08712 -2.96196
C -0.20084 2.46495 5.71452
C -0.27351 1.72138 4.42016
O 0.98370 0.98492 4.34694
S 2.00089 1.52276 5.39555
O 3.21145 1.98293 4.79588
O 2.05295 0.60704 6.50341
O 1.15718 2.75555 5.90172
H -0.54056 1.83145 6.52209
H -0.78166 3.38780 5.63043
H -0.21740 2.31542 3.47918
H -1.15588 1.09992 4.34044
C -3.29795 -2.17972 2.98410
C -3.28499 -2.12680 1.52232
O -3.40783 -0.73016 1.15334
S -4.39502 -0.08671 2.28348
O -5.67041 0.05412 1.64326
O -3.74007 1.05551 2.75766
O -4.46176 -1.35002 3.24487
H -2.42681 -1.76258 3.51134
H -3.51030 -3.15327 3.39708
H -4.15469 -2.66644 1.20976
H -2.37628 -2.55679 1.08171
C 2.15641 -0.49579 -0.06758
C 0.92853 -0.83298 -0.96752
O -0.17949 -0.03172 -0.44358
S 0.07371 0.04566 1.09631
O -0.31470 -1.19622 1.73276
O -0.29941 1.29865 1.65370
O 1.64675 -0.02978 1.11857
H 2.82539 0.28586 -0.49162
H 2.77231 -1.43845 0.08279
H 0.71728 -1.89192 -0.82671
H 1.07962 -0.45929 -1.96912
C 2.70870 3.24911 1.85158
O 1.49652 3.85730 2.19550
C 0.68608 4.17297 1.23232
O 0.90033 4.23996 0.03229
O -0.41254 4.60423 1.86417
C -1.30232 5.50488 1.17768
H 3.29609 2.90762 2.71889
H 3.14224 3.99790 1.16101
H 2.49821 2.34153 1.28829
H -2.02624 4.97463 0.59041
H -0.65190 6.10100 0.56308
H -1.69902 6.16911 1.94223
C 3.02623 -3.21951 -3.15092
O 2.92417 -1.84436 -2.86527
C 3.83856 -1.00359 -3.44075
O 4.75903 -1.31548 -4.16252
O 3.55069 0.22517 -3.10605
C 4.48557 1.14222 -3.77912
H 3.60166 -3.38407 -3.99239
H 2.03243 -3.63453 -3.16171
H 3.44093 -3.62122 -2.20662
H 4.70391 0.87929 -4.77563
H 5.40892 1.15414 -3.25551
H 3.98732 2.09658 -3.71231
C -5.14691 5.76637 -2.10151
O -4.85153 5.02706 -0.99563
C -4.08005 3.97062 -1.24002
O -3.87417 3.43829 -2.29969
O -3.66355 3.54917 -0.07049
C -2.71325 2.52678 -0.07409
H -5.53088 6.66001 -1.64054
H -5.85993 5.32225 -2.78823
H -4.27360 6.10167 -2.60083
H -1.93898 2.87164 0.57378
H -2.31142 2.52270 -1.10555
H -3.13577 1.53895 0.18241
C 6.63118 -0.17360 -0.91925
O 5.84654 -1.23078 -0.37602
C 5.88727 -1.19962 0.95236
O 6.46862 -0.29501 1.56079
O 5.03634 -2.11902 1.47744
C 4.98648 -2.08377 2.96102
H 6.68800 -0.37824 -2.04987
H 7.67981 -0.13080 -0.55766
H 6.15064 0.80138 -0.66356
H 4.70095 -3.08706 3.21854
H 4.29190 -1.26899 3.22844
H 5.97230 -1.88520 3.34579
*
```

These are the Mulliken partial charges, in e, on atoms 1 to 5:
1. C -0.3591
2. C -0.3583
3. O -0.0679
4. S 0.9995
5. O -0.6128